Record 1
{"formula": "C25H72F3N6O9S", "method": "wB97M-V/def2-TZVPD", "species": ["C", "C", "C", "O", "C", "N", "H", "H", "H", "H", "H", "H", "H", "H", "H", "H", "H", "H", "C", "C", "C", "O", "C", "N", "H", "H", "H", "H", "H", "H", "H", "H", "H", "H", "H", "H", "C", "C", "C", "O", "C", "N", "H", "H", "H", "H", "H", "H", "H", "H", "H", "H", "H", "H", "C", "C", "C", "O", "C", "N", "H", "H", "H", "H", "H", "H", "H", "H", "H", "H", "H", "H", "C", "C", "C", "O", "C", "N", "H", "H", "H", "H", "H", "H", "H", "H", "H", "H", "H", "H", "C", "C", "C", "O", "C", "N", "H", "H", "H", "H", "H", "H", "H", "H", "H", "H", "H", "H", "C", "F", "F", "F", "S", "O", "O", "O"], "xyz": [[-13.641, 3.798, 8.717], [-12.472, 4.495, 7.961], [-12.973, 5.918, 7.400], [-11.942, 6.635, 6.745], [-12.276, 7.915, 6.141], [-11.246, 4.667, 8.864], [-10.667, 5.317, 8.351], [-11.498, 4.979, 9.791], [-10.708, 3.828, 9.031], [-13.846, 4.322, 9.651], [-13.351, 2.830, 9.124], [-14.574, 3.706, 8.162], [-12.038, 3.921, 7.142], [-13.286, 6.634, 8.160], [-13.820, 5.821, 6.721], [-11.369, 8.417, 5.804], [-12.739, 8.592, 6.858], [-12.743, 7.720, 5.176], [-1.391, 2.623, 3.072], [-2.193, 3.774, 2.323], [-2.571, 4.853, 3.357], [-3.601, 4.337, 4.101], [-4.412, 5.250, 4.815], [-1.316, 4.330, 1.202], [-1.292, 3.518, 0.601], [-1.679, 5.192, 0.822], [-0.359, 4.531, 1.454], [-0.363, 2.920, 3.280], [-1.279, 1.690, 2.520], [-1.731, 2.245, 4.037], [-3.127, 3.497, 1.835], [-2.972, 5.701, 2.802], [-1.735, 5.285, 3.907], [-5.120, 5.665, 4.097], [-3.876, 6.087, 5.264], [-5.008, 4.683, 5.529], [-12.490, 4.352, 4.236], [-12.251, 3.774, 2.793], [-12.181, 2.264, 2.727], [-11.925, 1.814, 1.466], [-10.603, 1.906, 0.979], [-13.211, 4.253, 1.685], [-12.735, 4.225, 0.795], [-14.060, 3.716, 1.576], [-13.578, 5.173, 1.884], [-11.594, 4.286, 4.853], [-13.364, 3.868, 4.673], [-12.701, 5.421, 4.262], [-11.270, 4.111, 2.459], [-13.119, 1.798, 3.028], [-11.356, 1.949, 3.365], [-10.556, 2.043, -0.101], [-10.227, 0.933, 1.293], [-10.070, 2.672, 1.543], [-5.040, 1.254, 2.890], [-6.110, 2.396, 3.078], [-7.185, 2.648, 1.957], [-8.047, 3.819, 2.145], [-8.112, 4.804, 1.056], [-6.866, 2.038, 4.423], [-7.152, 1.072, 4.356], [-6.092, 1.958, 5.067], [-7.525, 2.730, 4.752], [-5.393, 0.224, 2.945], [-4.226, 1.308, 3.613], [-4.562, 1.332, 1.914], [-5.635, 3.339, 3.349], [-7.783, 1.740, 1.875], [-6.607, 2.821, 1.050], [-8.479, 4.375, 0.124], [-7.101, 5.176, 0.891], [-8.713, 5.701, 1.210], [-10.085, 8.835, 9.753], [-10.559, 10.190, 10.300], [-11.469, 10.989, 9.353], [-11.905, 12.150, 10.047], [-12.034, 13.346, 9.313], [-11.143, 10.014, 11.682], [-10.404, 9.914, 12.364], [-11.723, 10.810, 11.907], [-11.712, 9.185, 11.780], [-9.425, 8.328, 10.456], [-9.476, 8.934, 8.855], [-10.906, 8.175, 9.473], [-9.764, 10.897, 10.539], [-12.407, 10.502, 9.084], [-10.972, 11.187, 8.403], [-11.060, 13.575, 8.880], [-12.398, 14.141, 9.963], [-12.803, 13.131, 8.571], [-2.679, 7.719, 10.053], [-3.706, 6.810, 9.399], [-4.231, 5.760, 10.507], [-5.481, 5.338, 10.080], [-5.484, 4.247, 9.141], [-4.851, 7.701, 9.037], [-4.427, 8.400, 8.442], [-5.597, 7.189, 8.589], [-5.358, 8.195, 9.757], [-1.710, 7.250, 10.219], [-2.963, 8.053, 11.051], [-2.469, 8.517, 9.341], [-3.327, 6.479, 8.432], [-4.427, 6.343, 11.407], [-3.549, 4.925, 10.672], [-4.844, 4.513, 8.300], [-6.532, 3.980, 9.007], [-4.995, 3.381, 9.588], [-8.649, 6.967, 5.487], [-9.767, 6.408, 5.030], [-7.806, 7.278, 4.528], [-9.050, 8.075, 6.193], [-7.834, 5.653, 6.682], [-6.608, 6.264, 7.134], [-8.832, 5.461, 7.713], [-7.609, 4.444, 5.896]], "de_lowest_ev": 0.000, "max_force_ha_per_bohr": 0.057, "total_charge": 4, "multiplicity": 2, "homo_lumo_gap_ha": [0.058, 0.339], "total_energy_ha": -2697.65296}



Record 2
{"formula": "C6H18O3", "method": "wB97M-V/def2-TZVPD", "species": ["C", "C", "O", "H", "H", "H", "H", "H", "H", "C", "C", "O", "H", "H", "H", "H", "H", "H", "C", "C", "O", "H", "H", "H", "H", "H", "H"], "xyz": [[0.434, -0.785, 3.077], [1.839, -0.676, 2.383], [1.586, -0.029, 1.127], [-0.248, -1.398, 2.487], [-0.008, 0.182, 3.316], [0.548, -1.258, 4.052], [2.321, -1.641, 2.225], [2.541, -0.190, 3.061], [0.930, 0.654, 1.284], [-2.398, -0.050, -0.039], [-2.787, 1.027, -1.070], [-4.120, 1.216, -0.944], [-3.037, -0.909, -0.243], [-2.682, 0.227, 0.977], [-1.364, -0.278, -0.294], [-2.808, 0.723, -2.117], [-2.369, 2.030, -0.982], [-4.384, 1.791, -1.666], [1.584, 0.789, -1.943], [1.904, -0.751, -2.154], [2.453, -1.328, -1.046], [2.306, 1.376, -1.375], [0.599, 0.919, -1.496], [1.510, 1.252, -2.927], [2.582, -0.712, -3.006], [0.978, -1.251, -2.439], [2.090, -0.932, -0.250]], "de_lowest_ev": 1.275, "max_force_ha_per_bohr": 0.078, "total_charge": 1, "multiplicity": 2, "homo_lumo_gap_ha": [0.356, 0.106], "total_energy_ha": -464.69117}



Record 3
{"formula": "C8H9N5PS", "method": "wB97M-V/def2-TZVPD", "species": ["C", "C", "C", "C", "C", "C", "C", "C", "N", "N", "N", "N", "N", "P", "S", "H", "H", "H", "H", "H", "H", "H", "H", "H"], "xyz": [[-1.687, 2.640, 1.480], [-1.531, 0.725, -1.942], [-1.930, -0.212, -0.982], [0.295, 0.171, -0.839], [0.600, -1.745, 0.930], [1.565, -0.097, -0.233], [-3.475, -1.241, 0.761], [4.291, -0.018, 0.135], [-1.249, 1.972, 0.689], [-0.605, -1.542, 0.485], [1.673, -1.043, 0.676], [-0.783, -0.578, -0.372], [-0.193, 0.908, -1.861], [-3.709, -0.793, -0.845], [2.942, 0.631, -0.845], [-1.940, 1.337, -2.724], [0.828, -2.642, 1.633], [-4.320, -1.511, 1.507], [-2.140, 3.244, 2.210], [-2.547, -1.458, 1.263], [5.250, 0.476, -0.270], [4.140, -1.086, 0.312], [4.154, 0.315, 1.255], [0.371, 1.547, -2.422]], "de_lowest_ev": 0.845, "max_force_ha_per_bohr": 0.061, "total_charge": 1, "homo_lumo_gap_ha": 0.305, "total_energy_ha": -1323.21514}